(1)
Density functional theory data (the ωB97M-V functional and the def2-TZVPD basis) for a 9-piece molecular cluster, C14H42ClF2NO13S2 overall in a non-equilibrium geometry.

Values from the calculation:
Electronic energy (eV): -82930.6880
HOMO (eV): -9.79
SMILES: O=C(F)CN(CCCCS(=O)(=O)Cl)S(=O)(=O)F.CO.CO.CO.CO.CO.CO.CO.CO
HOMO-LUMO gap (eV): 10.1
F_max (eV/Å): 1.17

```
! RIJCOSX wB97M-V def2-TZVPD def2/J DEFGRID3
* xyz 0 1
Cl -5.241 3.707 0.136
S 1.079 2.314 -2.002
S -3.670 2.437 0.283
F 2.149 2.936 -1.062
F 0.818 -0.980 1.566
O -1.836 -4.739 4.896
O -1.009 -0.990 -4.301
O 0.765 -4.062 1.449
O 2.793 -0.095 -5.225
O -4.024 1.407 1.211
O 1.779 6.396 1.152
O 0.080 -3.567 -1.230
O -0.116 3.069 -1.827
O 1.815 -1.623 -0.286
O 1.653 2.204 -3.300
O -0.087 2.848 2.982
O -0.797 -0.254 3.919
O -2.496 3.216 0.545
N 0.974 0.830 -1.314
C -2.831 0.319 -1.163
C 3.693 0.370 -6.220
C 0.133 -0.872 4.796
C 1.411 -0.748 0.388
C -1.090 -4.840 6.104
C 0.394 4.156 2.637
C -0.115 -2.086 -4.515
C -1.431 0.403 -0.501
C -0.485 -4.079 2.144
C -0.356 0.226 -1.572
C 0.148 -4.911 -1.690
C 2.589 6.522 -0.012
C -3.519 1.685 -1.313
C 1.471 0.717 0.063
H 3.910 -0.468 -6.879
H 1.095 -1.046 4.306
H -0.287 -1.833 5.086
H -0.351 4.912 2.892
H -0.771 -5.114 2.300
H 1.002 -3.139 1.319
H -1.348 -0.409 0.222
H -4.524 1.573 -1.722
H 0.012 -2.564 -3.545
H -0.400 -3.591 3.113
H -0.535 -5.774 6.061
H 3.233 7.404 0.041
H -0.428 0.598 3.664
H 1.301 4.340 3.204
H 3.255 1.177 -6.814
H 1.180 -5.272 -1.709
H -1.263 -3.578 1.557
H 0.860 -1.732 -4.858
H 1.220 7.175 1.208
H -0.379 -4.015 6.208
H -0.201 -0.833 -1.774
H -3.478 -0.389 -0.654
H -0.713 0.647 -2.509
H 2.524 0.996 0.082
H 0.439 -3.545 -0.333
H -2.695 -0.064 -2.177
H 2.595 0.640 -4.638
H -1.123 -0.507 -5.123
H 0.619 4.213 1.574
H 0.296 -0.273 5.696
H -0.249 -4.929 -2.703
H 4.631 0.719 -5.781
H 0.967 1.329 0.812
H -0.526 -2.797 -5.236
H -2.975 2.335 -1.996
H -0.451 -5.578 -1.065
H -0.889 2.708 2.467
H -1.314 1.332 0.042
H -2.332 -3.916 4.924
H 1.981 6.576 -0.919
H -1.744 -4.860 6.979
H 3.216 5.636 -0.064
*
```

Mulliken atomic charge list, values in e, 2 entries:
1. Cl -0.2521
2. S 1.0708



(2)
Density functional theory data (the ωB97M-V functional and the def2-TZVPD basis) for a 8-piece molecular cluster, C14H42ClO11S7 overall in a non-equilibrium geometry.

Values from the calculation:
Electronic energy (eV): -126071.2305
HOMO (alpha / beta) (eV): -7.45 / -7.45
HOMO-LUMO gap (alpha / beta) (eV): 5.8 / 1.2
F_max (eV/Å): 4.72
⟨S²⟩: 0.76

```
! RIJCOSX wB97M-V def2-TZVPD def2/J DEFGRID3
* xyz 0 2
Cl -0.763 0.467 -1.376
S -0.358 -5.096 1.851
S 3.746 0.717 -0.661
S 2.268 4.142 1.650
S -0.932 1.292 3.892
S -2.883 5.008 0.443
S 2.315 -1.132 -5.200
S -2.916 -3.729 -3.498
O -2.029 1.019 -1.134
O -3.296 -4.365 -4.802
O 1.530 5.240 2.444
O -0.420 0.211 -2.734
O 1.070 -5.384 1.316
O 3.049 -1.556 -6.490
O -0.566 -0.761 -0.709
O -1.882 2.445 4.257
O 4.427 1.455 0.473
O 0.248 1.396 -0.855
O -3.546 6.082 1.270
C 1.826 2.445 2.296
C -3.574 3.430 1.203
C 0.554 -1.633 -5.446
C -4.250 -4.182 -2.362
C -1.185 0.022 5.195
C 2.750 -0.773 -0.018
C -0.599 -3.248 1.739
C -1.787 0.432 2.456
C 3.882 4.153 2.552
C -3.280 -1.942 -3.756
C 0.060 -5.166 3.617
C 5.019 -0.464 -1.299
C 2.325 0.718 -5.123
C -1.136 5.015 0.939
H -1.308 -0.540 2.345
H 3.467 4.461 3.511
H 4.565 -1.141 -2.022
H -4.308 -3.606 -1.439
H -2.453 -1.347 -4.144
H -0.724 -4.607 4.127
H -0.494 4.681 0.124
H -0.805 6.020 1.202
H 1.041 -4.758 3.860
H 0.622 -2.671 -5.771
H 1.689 1.134 -5.905
H -3.713 -1.442 -2.890
H -0.438 -2.655 2.639
H 0.850 2.256 1.850
H -0.031 -6.187 3.987
H -2.804 0.344 2.840
H 5.620 -1.011 -0.572
H 2.402 1.800 1.632
H 1.778 -0.477 0.378
H -1.088 4.327 1.783
H -3.364 3.343 2.269
H 2.374 -1.444 -0.790
H 4.189 3.119 2.708
H -1.642 -3.154 1.438
H 0.140 -1.136 -6.324
H 2.163 2.319 3.324
H 3.237 1.110 -5.574
H -0.071 -1.570 -4.555
H 3.222 -1.208 0.863
H -4.645 3.390 1.000
H 2.248 1.134 -4.118
H 4.710 4.756 2.178
H -3.996 -2.044 -4.572
H 0.185 -2.959 1.039
H -1.042 0.465 6.180
H -2.176 -0.409 5.050
H -4.258 -5.230 -2.064
H -3.087 2.585 0.716
H -1.611 0.952 1.514
H -5.132 -4.117 -3.000
H 5.640 0.153 -1.949
H -0.620 -0.890 5.003
*
```

Mulliken atomic charge list, values in e, 2 entries:
1. Cl 1.5072
2. S 0.4493



(3)
Density functional theory data (the ωB97M-V functional and the def2-TZVPD basis) for C14H42LiN16O16 as an isolated structure in a non-equilibrium geometry.

Values from the calculation:
Electronic energy (eV): -72008.8319
HOMO (alpha / beta) (eV): -9.16 / -9.15
HOMO-LUMO gap (alpha / beta) (eV): 5.8 / 4.1
F_max (eV/Å): 8.74
⟨S²⟩: 0.80

```
! RIJCOSX wB97M-V def2-TZVPD def2/J DEFGRID3
* xyz 0 2
O 1.528 0.517 4.336
O -0.740 5.454 -0.851
O -0.636 -1.058 2.445
O -2.506 -2.868 -3.126
O 0.279 -3.297 4.325
O 1.256 0.427 -2.459
O 5.312 1.463 0.378
O -3.583 3.456 4.528
O -4.784 -0.854 1.694
O 0.088 1.830 1.857
O 0.681 3.507 -4.921
O 2.676 -2.596 -3.755
O -3.121 -4.409 -0.806
O -0.225 -1.851 -2.104
O 3.723 -4.263 -0.239
O 0.868 4.937 1.787
N 1.988 -3.364 -1.221
N 0.730 3.348 -2.732
N -5.432 -1.857 3.462
N -1.407 3.171 4.174
N 4.742 -2.928 -4.445
N 2.088 -3.123 0.889
N 4.120 0.113 -0.845
N -2.866 5.124 -1.335
N -0.046 5.109 -3.602
N -0.932 -4.745 -0.426
N -3.455 -1.103 3.486
N -2.805 2.072 2.962
N -2.059 3.998 0.296
N 3.542 2.170 -0.853
N 3.866 -0.950 -4.560
N -2.459 -5.656 0.859
C 3.681 -2.204 -4.213
C -4.481 -1.257 2.817
C -0.465 -0.528 1.276
C -1.820 4.957 -0.598
C 2.704 -3.617 -0.152
C 0.118 0.839 0.992
C 0.634 1.162 -0.193
C 4.435 1.277 -0.405
C -2.209 -4.866 -0.123
C -0.602 -1.427 0.260
C -0.147 -1.057 -1.145
C 0.420 3.929 -3.808
C 0.663 0.320 -1.361
C -2.647 2.838 4.010
Li 0.423 -0.773 -3.745
H 3.028 -0.387 -4.562
H -2.942 -3.468 -2.521
H -0.602 -3.427 4.676
H -3.665 1.679 2.608
H 4.623 -0.697 -0.512
H 2.829 1.879 -1.506
H -3.404 -1.538 4.396
H -1.896 -2.374 -2.576
H 1.210 -2.623 0.883
H -0.932 -2.444 0.418
H 1.028 2.385 -2.799
H 4.875 -3.894 -4.180
H -2.579 -0.968 3.001
H -1.952 1.673 2.597
H 5.596 -2.412 -4.601
H -1.010 3.886 4.767
H -0.181 5.389 -2.641
H 4.696 -0.661 -5.058
H 2.410 -3.857 -1.995
H -5.291 -2.176 4.410
H -3.755 4.882 -0.922
H -2.825 5.758 -2.121
H 0.957 2.176 -0.376
H -1.636 -6.010 1.325
H 0.170 -2.637 3.640
H 1.230 -2.698 -1.230
H -0.196 -5.074 0.182
H -3.416 -5.953 0.989
H 3.672 3.135 -0.584
H -6.270 -2.233 3.040
H -1.239 3.903 0.878
H 0.325 3.712 -1.882
H 3.439 -0.086 -1.564
H 2.609 -3.396 1.709
H 1.046 0.955 3.635
H -0.173 5.665 -4.435
H -0.617 -4.051 -1.089
H -2.827 3.342 0.326
H -0.843 2.546 3.617
H 1.397 5.104 1.007
H 0.835 3.983 1.856
H 1.140 -0.357 4.385
*
```

Mulliken atomic charge list, values in e, 2 entries:
1. O -0.6947
2. O -0.8039